[1]
7
Properties=species:S:1:pos:R:3 method="wB97M-V/def2-TZVPD" largest_force_ha_per_bohr=0.0554 e_above_lowest_kj_mol=196.6 homo_lumo_gap_ev=8.08 spin_multiplicity=1 energy_ev=-42788.336 e_lumo_ev=-0.5
P 0.885 0.678 0.405
S -1.592 -2.193 -0.155
C -0.579 -0.852 0.172
P -1.968 -0.429 1.175
N 2.202 1.076 -0.253
S -1.685 0.874 -0.326
H 2.737 0.846 -1.017

---

[2]
7
Properties=species:S:1:pos:R:3 method="wB97M-V/def2-TZVPD" largest_force_ha_per_bohr=0.0703 e_above_lowest_kj_mol=325.8 homo_lumo_gap_ev="4.61 / 4.61" spin_multiplicity=1 energy_ev=-27316.760 e_lumo_ev="-3.5 / -3.5"
O 1.421 1.549 0.710
H 0.051 0.890 -2.038
C 0.742 0.892 -0.082
O 0.810 1.258 -1.405
O -0.064 0.029 0.372
S -0.763 -2.841 1.512
P -2.198 -1.777 0.930

---

[3]
9
Properties=species:S:1:pos:R:3 method="wB97M-V/def2-TZVPD" largest_force_ha_per_bohr=0.0672 total_charge=-2 e_above_lowest_kj_mol=172.0 homo_lumo_gap_ev=6.08 spin_multiplicity=1 energy_ev=-40202.465 e_lumo_ev=5.6
P 1.440 0.359 -0.313
C -1.339 -0.690 0.461
S -1.166 1.260 0.083
O 1.723 0.986 1.030
O 0.782 -1.179 -0.153
O 0.059 1.190 -0.899
O 2.415 0.420 -1.505
H -1.457 -0.644 1.697
S -2.457 -1.702 -0.400

---

[4]
8
Properties=species:S:1:pos:R:3 method="wB97M-V/def2-TZVPD" largest_force_ha_per_bohr=0.0475 total_charge=-1 e_above_lowest_kj_mol=89.5 homo_lumo_gap_ev=9.11 spin_multiplicity=1 energy_ev=-22127.555 e_lumo_ev=3.5
C -0.453 -0.637 0.763
O -0.061 0.659 -1.927
O -2.467 0.407 -2.314
O -0.193 -1.356 1.706
H 0.403 -0.170 0.198
O -1.606 -0.332 0.319
O -1.631 2.252 -0.929
S -1.406 0.966 -1.527